11
Properties=species:S:1:pos:R:3:forces:R:3 method="wB97M-V/def2-TZVPD" lumo_energy_ev=0.905 e_above_lowest_kcal_mol=59.7 homo_ev=-8.7 gap_ha=0.3523 spin_multiplicity=1
N 1.5956 0.4151 0.9051 -0.01 -0.21 -0.07
C 0.5221 0.1009 0.1073 -0.23 0.12 -0.19
N 0.5948 0.0150 -1.1785 -0.01 0.18 0.46
N -0.7411 -0.2375 -1.5684 -0.37 -0.23 -0.20
C -1.6730 -0.4264 -0.6614 0.52 -0.69 -0.52
C -0.8888 -0.1060 0.5706 -0.49 0.07 0.03
H 1.5939 0.0198 1.8338 -0.09 0.09 -0.10
H 2.4940 0.3414 0.4464 -0.12 0.03 0.02
H -0.8945 -0.2999 -2.5626 0.06 0.05 0.04
H -1.5084 0.8077 0.6087 0.68 0.73 0.63
H -1.0947 -0.6302 1.4990 0.06 -0.14 -0.09